No. 1
Below is an isolated molecule of C18H18ClN3O3 in a non-equilibrium geometry, with properties calculated with wB97M-V/def2-TZVPD.

Values from the calculation:
Gap between HOMO and LUMO, eV: 7.6
Structure (SMILES): O=C(Nc1ccccc1N1CCCCC1)c1ccc(Cl)c([N+](=O)[O-])c1
Energy, eV: -42091.1502
Energy relative to the best compared isomer or geometry (same formula, charge and spin), kcal per mole: 103.2

Structure (XYZ):
```
43
C18H18ClN3O3 | OMol25 | wB97M-V/def2-TZVPD
O -3.093 0.781 -1.820
C -2.348 0.467 -0.910
N -2.780 -0.314 0.106
C -2.060 -0.767 1.241
C -2.509 -0.353 2.487
C -1.799 -0.649 3.636
C -0.612 -1.349 3.522
C -0.182 -1.808 2.293
C -0.912 -1.578 1.121
N -0.508 -2.062 -0.114
C 0.827 -2.618 -0.236
C 1.098 -3.074 -1.676
C 0.299 -2.222 -2.654
C -1.199 -2.451 -2.429
C -1.464 -2.764 -0.951
C -0.923 0.928 -0.890
C -0.293 1.111 -2.122
C 1.015 1.546 -2.195
C 1.728 1.835 -1.037
Cl 3.377 2.298 -1.169
C 1.083 1.707 0.196
N 1.726 2.023 1.450
O 1.307 1.452 2.435
O 2.623 2.833 1.450
C -0.235 1.263 0.263
H -3.781 -0.476 0.100
H -3.411 0.241 2.539
H -2.154 -0.313 4.597
H -0.020 -1.555 4.400
H 0.734 -2.373 2.252
H 1.535 -1.833 0.048
H 0.976 -3.478 0.437
H 0.816 -4.121 -1.799
H 2.166 -2.993 -1.880
H 0.545 -1.174 -2.480
H 0.569 -2.468 -3.681
H -1.550 -3.289 -3.033
H -1.758 -1.566 -2.731
H -2.480 -2.485 -0.680
H -1.367 -3.847 -0.776
H -0.854 0.910 -3.022
H 1.500 1.662 -3.151
H -0.692 1.211 1.239
```

These are the Mulliken partial charges, in e, on atoms 1 to 6:
1. O -0.665
2. C -0.333
3. N -0.016
4. C -0.243
5. C -0.215
6. C -0.743


No. 2
Below is a cluster of 2 separate species, C18H18F4NO6S3 in total in a non-equilibrium geometry, with properties calculated with wB97M-V/def2-TZVPD.

Values from the calculation:
Total charge: -1
Gap between HOMO and LUMO, eV: 5.7
Energy, eV: -76105.1537
Energy relative to the best compared isomer or geometry (same formula, charge and spin), kcal per mole: 39.8

Structure (XYZ):
```
50
C18H18F4NO6S3 | OMol25 | wB97M-V/def2-TZVPD
C 3.919 3.672 -0.645
C 3.688 2.189 -0.512
O 2.370 1.875 -1.230
C 1.845 0.709 -0.871
C 0.314 0.786 -0.604
F 0.183 0.576 0.764
S -0.100 2.700 -0.863
C -1.792 2.822 -0.314
C -2.711 3.455 -1.142
C -4.041 3.508 -0.720
C -4.420 2.961 0.513
C -3.447 2.414 1.359
C -2.111 2.375 0.959
O 0.662 3.410 0.130
O -0.034 3.079 -2.265
O 2.431 -0.327 -0.601
H 4.796 3.949 -0.031
H 4.185 3.981 -1.663
H 3.040 4.250 -0.336
H 4.483 1.607 -0.987
H 3.516 1.890 0.532
H -2.372 3.897 -2.079
H -4.784 3.965 -1.375
H -5.476 2.927 0.803
H -3.713 2.000 2.328
H -1.344 2.001 1.625
C -2.231 -3.644 -1.011
N -1.568 -2.550 -0.421
S -0.656 -0.250 -1.456
C -0.316 -1.855 -2.877
F 0.462 -1.235 -3.772
F 0.334 -2.897 -2.338
F -1.445 -2.292 -3.501
S -1.521 -2.402 1.158
C 0.179 -2.775 1.620
C 0.551 -3.248 2.884
C 1.893 -3.542 3.144
C 2.879 -3.231 2.202
C 2.505 -2.754 0.946
C 1.158 -2.478 0.692
O -1.731 -1.035 1.598
O -2.305 -3.459 1.732
H -2.198 -3.566 -2.100
H -1.727 -4.577 -0.707
H -3.291 -3.624 -0.698
H -0.202 -3.329 3.658
H 2.162 -4.007 4.088
H 3.927 -3.362 2.458
H 3.224 -2.576 0.147
H 0.830 -1.984 -0.219
```

These are the Mulliken partial charges, in e, on atoms 1 to 6:
1. C -1.142
2. C -0.181
3. O -0.313
4. C -0.339
5. C 1.264
6. F -0.275


No. 3
Below is a structure of composition C18H18MnN2O5P in a non-equilibrium geometry, with properties calculated with wB97M-V/def2-TZVPD.

Values from the calculation:
Spin multiplicity: 2
Total charge: -1
Gap between HOMO and LUMO (alpha / beta), eV: 6.7 / 6.3
Energy, eV: -72787.9141
Energy relative to the best compared isomer or geometry (same formula, charge and spin), kcal per mole: 30.3
Expectation value of S²: 1.20

Structure (XYZ):
```
45
C18H18MnN2O5P | OMol25 | wB97M-V/def2-TZVPD
Mn -1.051 -1.280 0.938
N 1.094 -1.011 1.689
C 1.610 -2.378 1.489
C 0.597 -3.346 2.100
O 1.000 -4.242 2.861
N -0.637 -3.014 1.769
C -1.744 -3.419 2.622
C -2.350 -2.163 3.234
O -3.022 -2.197 4.254
O -2.097 -1.059 2.569
H 1.721 -0.322 1.290
H 1.019 -0.804 2.680
H 2.579 -2.564 1.959
H 1.704 -2.539 0.411
H -1.447 -4.124 3.399
H -2.525 -3.898 2.019
O -3.025 -1.564 -2.574
C -2.501 -1.107 -1.570
O -2.241 -1.769 -0.491
C -2.107 0.388 -1.556
P -0.578 0.523 -0.595
C -0.376 2.246 -0.043
C -0.022 3.282 -0.911
C 0.053 4.589 -0.459
C -0.227 4.875 0.873
C -0.581 3.854 1.741
C -0.655 2.540 1.285
C 0.774 0.238 -1.773
C 0.565 -0.550 -2.903
C 1.629 -0.852 -3.745
C 2.903 -0.382 -3.464
C 3.118 0.400 -2.337
C 2.057 0.708 -1.498
H -2.867 0.919 -0.975
H -2.088 0.794 -2.567
H 0.199 3.059 -1.948
H 0.325 5.383 -1.143
H -0.173 5.895 1.232
H -0.803 4.067 2.778
H -0.939 1.750 1.974
H -0.419 -0.939 -3.136
H 1.453 -1.464 -4.619
H 3.729 -0.625 -4.121
H 4.109 0.770 -2.107
H 2.236 1.332 -0.629
```

These are the Mulliken partial charges, in e, on atoms 1 to 6:
1. Mn 0.385
2. N -0.480
3. C -0.490
4. C 0.579
5. O -0.788
6. N -0.040


No. 4
Below is an isolated molecule of C18H18N2O3S in a non-equilibrium geometry, with properties calculated with wB97M-V/def2-TZVPD.

Values from the calculation:
Gap between HOMO and LUMO, eV: 7.4
Structure (SMILES): CC(=O)Oc1ccc(/C=N/NC(=O)CCSc2ccccc2)cc1
Energy, eV: -38903.2792
Energy relative to the best compared isomer or geometry (same formula, charge and spin), kcal per mole: 332.3

Structure (XYZ):
```
42
C18H18N2O3S | OMol25 | wB97M-V/def2-TZVPD
C 4.689 0.441 3.962
C 3.538 0.463 2.841
O 3.752 0.766 1.606
O 2.442 0.056 3.464
C 1.198 0.090 2.848
C 0.500 -1.205 3.113
C -0.706 -1.452 2.512
C -1.057 -0.224 1.402
C -2.486 -0.390 0.833
N -2.586 0.152 -0.391
N -3.815 0.175 -0.902
C -4.083 0.501 -2.046
O -5.358 0.465 -2.494
C -2.966 1.244 -2.736
C -2.411 0.461 -4.037
S -1.606 -1.329 -3.215
C -0.206 -0.798 -2.418
C 0.471 0.287 -2.476
C 1.672 0.919 -1.902
C 2.012 -0.278 -0.993
C 1.250 -1.482 -0.648
C 0.295 -1.685 -1.625
C -0.201 0.842 1.165
C 0.884 0.904 1.820
H 5.875 0.485 3.508
H 4.550 -0.500 4.653
H 4.720 1.181 4.640
H 0.881 -1.900 3.719
H -1.307 -2.405 2.558
H -3.060 -1.084 1.083
H -4.426 -0.596 -0.683
H -3.398 2.259 -3.167
H -2.208 1.560 -1.998
H -3.152 -0.027 -4.572
H -1.590 0.977 -4.436
H 0.035 1.206 -3.204
H 2.085 1.746 -1.852
H 3.031 -0.053 -0.455
H 1.710 -2.321 -0.107
H -0.286 -2.756 -1.295
H -0.431 1.582 0.424
H 1.752 1.723 1.503
```

These are the Mulliken partial charges, in e, on atoms 1 to 6:
1. C -1.104
2. C 0.734
3. O -0.562
4. O -0.320
5. C 0.174
6. C -0.535